{
  "formula": "C9H16N2S",
  "method": "ωB97M-V/def2-TZVPD",
  "relative_energy_ev": 0.000,
  "molar_mass_g_mol": 184.31,
  "smiles": "S=C([C@H]1CCCN1)N1CCCC1",
  "homo_energy_ha": -0.2926,
  "symbols": ["S", "C", "C", "C", "C", "C", "N", "N", "C", "C", "C", "C", "H", "H", "H", "H", "H", "H", "H", "H", "H", "H", "H", "H", "H", "H", "H", "H"],
  "positions_angstrom": [[1.419, -1.004, 2.554], [0.618, -0.471, 1.191], [-0.931, -0.299, 1.327], [-1.391, 1.149, 1.368], [-2.890, 1.076, 1.005], [-3.137, -0.309, 0.433], [-1.762, -0.793, 0.233], [1.367, -0.137, 0.049], [2.798, -0.399, -0.096], [2.948, -0.670, -1.612], [1.906, 0.248, -2.239], [0.754, 0.284, -1.220], [-1.212, -0.826, 2.256], [-0.784, 1.708, 0.642], [-1.192, 1.533, 2.336], [-3.100, 1.856, 0.259], [-3.547, 1.151, 1.858], [-3.712, -0.300, -0.511], [-3.658, -0.943, 1.185], [-1.721, -1.821, 0.231], [3.406, 0.462, 0.240], [3.136, -1.289, 0.466], [3.970, -0.516, -2.007], [2.666, -1.698, -1.816], [1.543, -0.119, -3.188], [2.267, 1.291, -2.342], [-0.035, -0.412, -1.484], [0.273, 1.250, -1.119]],
  "mulliken_charge": [-0.334, -0.121, -0.237, -0.569, -0.513, -0.607, -0.355, 0.161, -0.682, -0.635, -0.603, -0.542, 0.547, 0.181, 0.406, 0.293, 0.274, 0.297, 0.288, 0.241, 0.278, 0.387, 0.352, 0.302, 0.356, 0.275, 0.381, 0.177]
}

***

{
  "formula": "C5H12N2O",
  "method": "ωB97M-V/def2-TZVPD",
  "relative_energy_ev": 3.816,
  "molar_mass_g_mol": 116.16,
  "smiles": "C[C@@H](C(N)=O)N(C)C",
  "homo_energy_ha": -0.3096,
  "symbols": ["C", "C", "C", "N", "O", "N", "C", "C", "H", "H", "H", "H", "H", "H", "H", "H", "H", "H", "H", "H"],
  "positions_angstrom": [[-1.265, 0.481, -1.459], [-0.744, 0.151, 0.070], [-1.050, -1.374, 0.205], [-0.486, -2.349, 1.006], [-1.876, -1.706, -0.630], [0.656, 0.307, 0.403], [0.944, 1.571, 1.162], [1.586, 0.101, -0.717], [-2.051, 1.281, -1.275], [-1.724, -0.424, -1.983], [-0.359, 0.811, -2.022], [-1.467, 0.673, 0.794], [0.264, -2.094, 1.801], [-1.138, -3.148, 1.083], [-0.062, 1.982, 1.502], [1.743, 2.351, 0.806], [1.304, 1.196, 2.173], [1.060, 0.548, -1.512], [2.092, -0.946, -0.776], [2.573, 0.590, -0.633]],
  "mulliken_charge": [-1.004, 0.143, 0.149, -0.454, -0.660, 0.022, -0.874, -1.055, 0.229, 0.291, 0.338, 0.448, 0.251, 0.288, 0.298, 0.278, 0.292, 0.374, 0.228, 0.418]
}

***

{
  "formula": "C32H31N6OS4Sr",
  "method": "ωB97M-V/def2-TZVPD",
  "total_charge": 1,
  "relative_energy_ev": 0.314,
  "molar_mass_g_mol": 731.53,
  "homo_energy_ha": -0.3743,
  "symbols": ["Sr", "N", "C", "C", "C", "C", "C", "C", "S", "N", "C", "C", "C", "C", "C", "C", "N", "H", "H", "H", "H", "H", "H", "H", "H", "H", "O", "C", "C", "C", "C", "C", "S", "C", "C", "C", "C", "S", "C", "C", "C", "C", "S", "H", "H", "H", "H", "H", "H", "H", "H", "H", "C", "C", "N", "C", "N", "C", "C", "C", "N", "C", "H", "H", "H", "H", "H", "H", "H", "H", "H", "H", "H", "H", "H"],
  "positions_angstrom": [[0.264, -0.079, 0.308], [2.090, -3.823, -1.629], [1.414, -5.063, -1.534], [2.037, -6.224, -1.953], [1.377, -7.443, -1.864], [0.086, -7.498, -1.371], [-0.547, -6.328, -0.962], [0.119, -5.121, -1.031], [-0.706, -3.647, -0.477], [0.333, -2.391, -0.962], [1.504, -2.616, -1.425], [2.341, -1.450, -1.856], [2.821, -1.418, -3.159], [3.551, -0.317, -3.571], [3.786, 0.705, -2.662], [3.274, 0.585, -1.385], [2.559, -0.473, -0.979], [3.046, -3.836, -1.941], [3.045, -6.172, -2.348], [1.877, -8.346, -2.186], [-0.437, -8.441, -1.303], [-1.561, -6.358, -0.583], [2.588, -2.227, -3.839], [3.917, -0.256, -4.587], [4.341, 1.591, -2.934], [3.439, 1.366, -0.655], [-0.852, 1.866, -0.103], [-0.982, 2.217, -1.435], [-1.237, 0.920, -2.233], [-2.218, 0.021, -1.917], [-2.229, -1.126, -2.756], [-1.238, -1.095, -3.684], [-0.296, 0.334, -3.555], [-2.144, 3.189, -1.600], [-2.555, 4.092, -0.672], [-3.615, 4.922, -1.141], [-3.981, 4.628, -2.416], [-3.060, 3.326, -3.052], [0.307, 2.928, -1.864], [1.314, 3.297, -1.026], [2.362, 4.010, -1.681], [2.125, 4.172, -3.009], [0.614, 3.500, -3.466], [-2.937, 0.220, -1.132], [-2.946, -1.930, -2.670], [-1.012, -1.816, -4.454], [-2.093, 4.157, 0.303], [-4.077, 5.700, -0.551], [-4.752, 5.086, -3.013], [1.266, 3.100, 0.036], [3.239, 4.393, -1.179], [2.733, 4.670, -3.747], [-2.905, 2.003, 4.440], [-3.019, 1.380, 3.063], [-1.699, 0.980, 2.577], [-0.640, 0.686, 3.406], [0.491, 0.367, 2.827], [1.657, 0.073, 3.658], [1.560, 0.670, 5.050], [0.217, 0.289, 5.642], [-0.847, 0.718, 4.744], [-2.140, 1.050, 5.332], [-3.894, 2.184, 4.860], [-2.377, 2.957, 4.377], [-3.436, 2.081, 2.342], [-3.685, 0.513, 3.105], [-1.453, 1.409, 1.689], [2.547, 0.455, 3.153], [1.782, -1.013, 3.745], [1.632, 1.758, 4.997], [2.370, 0.302, 5.679], [0.066, 0.789, 6.598], [0.165, -0.791, 5.818], [-1.953, 1.503, 6.305], [-2.728, 0.140, 5.498]],
  "mulliken_charge": [1.967, -0.024, 0.264, -0.654, -0.610, -0.647, -0.701, 0.670, -0.156, -0.150, 0.474, 0.550, -0.609, -0.550, -0.640, -0.364, -0.496, 0.248, 0.367, 0.398, 0.396, 0.395, 0.496, 0.453, 0.441, 0.583, -1.322, 3.402, -1.336, -0.155, -0.893, -0.499, -0.020, -0.830, -0.518, -0.752, -0.622, -0.036, -0.253, -0.707, -0.809, -0.593, 0.051, 0.610, 0.493, 0.525, 0.525, 0.417, 0.454, 0.687, 0.432, 0.514, -0.670, -0.669, 0.205, 0.283, -0.091, -1.019, -0.772, -0.600, 0.160, -0.616, 0.381, 0.271, 0.383, 0.289, -0.024, 0.365, 0.303, 0.273, 0.392, 0.397, 0.252, 0.399, 0.244]
}

***

{
  "formula": "C5H11N2O",
  "method": "ωB97M-V/def2-TZVPD",
  "total_charge": 1,
  "relative_energy_ev": 2.164,
  "molar_mass_g_mol": 115.16,
  "smiles": "CC1=N[C@@](C)([NH3+])CO1",
  "homo_energy_ha": -0.5304,
  "symbols": ["C", "C", "N", "C", "C", "N", "C", "O", "H", "H", "H", "H", "H", "H", "H", "H", "H", "H", "H"],
  "positions_angstrom": [[1.560, 0.990, 2.172], [0.897, 0.735, 0.835], [0.737, -0.436, 0.357], [-0.251, -0.361, -0.656], [0.163, -1.227, -1.759], [-1.618, -0.931, 0.008], [-0.491, 1.147, -0.786], [0.304, 1.694, 0.267], [2.471, 1.576, 2.354], [1.635, 0.092, 2.728], [0.724, 1.503, 2.639], [0.496, -2.262, -1.284], [1.043, -0.853, -2.257], [-0.671, -1.448, -2.585], [-2.159, -0.133, 0.305], [-1.274, -1.402, 0.861], [-2.101, -1.584, -0.549], [0.030, 1.347, -1.766], [-1.495, 1.550, -0.885]],
  "mulliken_charge": [-1.027, 0.683, -0.695, 1.195, -1.576, -0.295, -0.906, -0.310, 0.319, 0.321, 0.306, 0.371, 0.419, 0.366, 0.350, 0.393, 0.318, 0.322, 0.446]
}

***

{
  "formula": "C29H26CoN3O8",
  "method": "ωB97M-V/def2-TZVPD",
  "multiplicity": 4,
  "total_charge": -1,
  "molar_mass_g_mol": 603.47,
  "homo_energy_ha": [-0.1091, -0.1696],
  "symbols": ["Co", "O", "C", "C", "C", "C", "C", "C", "C", "O", "N", "N", "C", "C", "C", "C", "C", "C", "N", "H", "H", "H", "H", "H", "H", "H", "H", "H", "H", "O", "C", "O", "C", "C", "C", "C", "C", "O", "C", "C", "O", "O", "H", "H", "H", "H", "H", "H", "H", "H", "C", "C", "O", "C", "C", "C", "C", "C", "C", "H", "H", "H", "H", "H", "H", "H", "H"],
  "positions_angstrom": [[-0.326, -0.912, -0.237], [2.043, 3.629, 0.861], [3.074, 2.851, 0.503], [4.333, 3.441, 0.371], [5.427, 2.686, -0.014], [5.286, 1.324, -0.275], [4.036, 0.737, -0.143], [2.921, 1.476, 0.245], [1.602, 0.806, 0.318], [1.515, -0.447, -0.020], [0.566, 1.536, 0.647], [-0.585, 0.772, 0.587], [-1.763, 1.360, 0.794], [-2.934, 0.602, 0.834], [-4.287, 1.054, 0.861], [-5.363, 0.150, 0.649], [-5.205, -1.211, 0.672], [-3.870, -1.711, 1.109], [-2.814, -0.789, 0.718], [1.231, 3.037, 0.861], [4.423, 4.503, 0.576], [6.397, 3.163, -0.117], [6.141, 0.731, -0.579], [3.889, -0.321, -0.332], [-1.799, 2.439, 0.914], [-4.475, 2.120, 0.899], [-6.347, 0.567, 0.452], [-6.005, -1.915, 0.476], [-3.875, -1.755, 2.205], [-0.828, -4.629, -1.758], [-0.620, -3.745, -0.931], [-0.096, -2.590, -1.188], [-0.840, -4.126, 0.561], [0.309, -3.532, 1.396], [0.429, -4.227, 2.758], [-0.786, -3.622, 3.514], [-1.390, -2.713, 2.431], [-0.212, -2.236, 1.764], [-2.096, -3.618, 1.384], [-3.328, -3.084, 0.627], [-3.916, -3.755, -0.175], [-2.086, -1.327, -0.210], [-0.816, -5.210, 0.566], [1.234, -3.408, 0.847], [0.386, -5.313, 2.663], [1.369, -3.957, 3.238], [-1.497, -4.375, 3.862], [-0.468, -3.028, 4.371], [-1.949, -1.872, 2.823], [-2.530, -4.469, 1.914], [1.807, 0.085, -3.054], [0.624, 0.888, -2.599], [-0.343, 0.335, -2.160], [0.690, 2.386, -2.587], [-0.471, 3.100, -2.308], [-0.436, 4.481, -2.212], [0.768, 5.159, -2.377], [1.929, 4.450, -2.647], [1.888, 3.065, -2.757], [1.536, -0.968, -3.036], [2.647, 0.243, -2.369], [2.116, 0.393, -4.057], [-1.390, 2.544, -2.156], [-1.343, 5.031, -1.991], [0.802, 6.238, -2.282], [2.873, 4.971, -2.756], [2.804, 2.515, -2.942]],
  "lowdin_spin": [1.062, 0.002, 0.008, 0.000, 0.010, -0.001, 0.009, 0.001, 0.043, 0.029, -0.016, 0.185, 0.090, 0.106, 0.290, 0.027, 0.278, 0.060, 0.341, 0.001, 0.000, 0.001, 0.000, 0.001, 0.004, 0.018, -0.005, 0.017, 0.024, -0.001, 0.000, -0.005, 0.000, 0.001, 0.001, 0.002, 0.005, 0.029, 0.000, 0.003, -0.001, 0.332, 0.000, 0.000, 0.000, 0.000, 0.000, 0.000, 0.002, 0.000, 0.002, 0.018, 0.017, 0.001, 0.003, 0.000, 0.003, 0.000, 0.003, 0.000, 0.001, 0.000, 0.000, 0.000, 0.000, 0.000, 0.000]
}

***

{
  "formula": "C2H3Li2O2",
  "method": "ωB97M-V/def2-TZVPD",
  "multiplicity": 2,
  "relative_energy_ev": 2.194,
  "molar_mass_g_mol": 72.93,
  "homo_energy_ha": [-0.2436, -0.2435],
  "symbols": ["O", "C", "C", "O", "H", "H", "Li", "Li", "H"],
  "positions_angstrom": [[-1.039, -0.116, 0.008], [-0.145, -0.475, 0.710], [1.166, -1.141, 0.253], [2.161, -0.336, -0.125], [0.793, -1.833, -0.542], [1.400, -1.795, 1.129], [2.818, 1.179, -0.529], [-2.783, 0.619, -0.292], [-3.863, 1.968, -0.130]],
  "lowdin_spin": [0.251, 0.541, 0.127, 0.038, 0.020, 0.004, 0.008, 0.010, 0.000]
}

***

{
  "formula": "C16H19FeN4O6S",
  "method": "ωB97M-V/def2-TZVPD",
  "multiplicity": 2,
  "relative_energy_ev": 0.000,
  "molar_mass_g_mol": 451.26,
  "homo_energy_ha": [-0.3316, -0.3311],
  "symbols": ["Fe", "N", "C", "O", "C", "C", "H", "H", "H", "H", "H", "H", "C", "C", "C", "C", "C", "N", "C", "O", "N", "C", "C", "C", "C", "N", "C", "C", "C", "H", "H", "H", "H", "H", "H", "H", "H", "H", "H", "H", "H", "H", "O", "S", "O", "O", "O"],
  "positions_angstrom": [[2.832, -2.705, -1.072], [1.016, -4.526, 1.978], [1.676, -4.188, 0.873], [2.048, -3.010, 0.701], [2.000, -5.177, -0.197], [1.944, -4.398, -1.508], [0.806, -3.815, 2.660], [0.704, -5.467, 2.127], [1.369, -6.068, -0.145], [3.035, -5.482, -0.014], [0.912, -4.216, -1.817], [2.487, -4.906, -2.303], [-3.383, 6.626, 1.340], [-3.067, 5.162, 1.481], [-4.024, 4.251, 1.915], [-3.732, 2.902, 2.035], [-2.458, 2.430, 1.744], [-2.180, 1.054, 1.916], [-1.424, 0.210, 1.136], [-1.137, -0.910, 1.512], [-1.075, 0.728, -0.092], [-0.247, 0.130, -1.047], [-0.184, 0.684, -2.321], [0.647, 0.118, -3.266], [1.414, -0.979, -2.923], [1.353, -1.509, -1.700], [0.549, -0.975, -0.774], [-1.480, 3.335, 1.338], [-1.794, 4.677, 1.196], [-4.431, 6.825, 1.560], [-3.178, 6.977, 0.328], [-2.777, 7.225, 2.022], [-5.022, 4.599, 2.151], [-4.499, 2.205, 2.352], [-2.599, 0.582, 2.700], [-1.511, 1.595, -0.362], [-0.782, 1.555, -2.565], [0.716, 0.530, -4.263], [2.104, -1.442, -3.613], [0.541, -1.438, 0.198], [-0.465, 2.999, 1.164], [-1.019, 5.365, 0.879], [6.377, -2.134, -1.765], [4.991, -2.270, -1.486], [4.351, -1.287, -0.553], [4.554, -3.606, -0.851], [4.041, -2.258, -2.667]],
  "lowdin_spin": [1.105, 0.001, -0.001, -0.012, -0.008, -0.066, 0.000, 0.000, -0.003, 0.000, 0.001, -0.003, 0.000, 0.000, 0.000, 0.000, 0.000, 0.000, 0.000, 0.000, -0.001, -0.001, 0.005, -0.001, 0.004, -0.006, 0.005, 0.000, 0.000, 0.000, 0.000, 0.000, 0.000, 0.000, 0.000, 0.000, 0.000, 0.000, 0.000, 0.000, 0.000, 0.000, -0.002, 0.002, 0.006, -0.009, -0.017]
}

***

{
  "formula": "C2H4Al",
  "method": "ωB97M-V/def2-TZVPD",
  "total_charge": 1,
  "relative_energy_ev": 0.157,
  "molar_mass_g_mol": 55.04,
  "homo_energy_ha": [-0.5124, -0.5372],
  "symbols": ["C", "C", "H", "H", "H", "Al", "H"],
  "positions_angstrom": [[0.218, -0.458, 0.017], [-0.067, 0.890, 0.066], [-0.103, -1.134, 0.822], [1.159, -0.810, -0.432], [0.620, 1.519, -0.521], [-1.138, 1.582, 1.280], [-0.689, -1.589, -1.232]],
  "mulliken_charge": [-0.859, -0.060, 0.359, 0.360, 0.409, 0.600, 0.191]
}